Entry 1:
Below is 12 unconnected molecules or ions with the total composition C33H97N17O12, with properties calculated with ωB97M-V/def2-TZVPD.

For the energy above the lowest of the compared OMol25 structures with the same formula, charge and spin, the calculation gives 79.0 kcal/mol. Its calculated total energy is -3149.239696 hartree. For the HOMO-LUMO gap, the calculation gives 0.3094 Eh. As for the lowest unoccupied orbital energy: 0.06 eV. As for the SMILES: COC[C@H](C)N.COC[C@H](C)N.COC[C@H](C)N.COC[C@H](C)N.COC[C@H](C)N.COC[C@H](C)N.COC[C@H](C)N.NC(N)=O.NC(N)=O.NC(N)=O.NC(N)=O.NC(N)=O.

The geometry in ORCA input format:
```
! RIJCOSX wB97M-V def2-TZVPD def2/J DEFGRID3
* xyz 0 1
C -10.07110 -14.11819 -15.78494
C -9.07308 -14.39360 -16.91391
C -7.62366 -14.74230 -16.48160
O -7.20928 -13.91803 -15.40848
C -6.85934 -12.62460 -15.79487
N -9.65584 -15.22909 -17.97852
H -11.09671 -13.84381 -16.03937
H -9.74017 -13.39409 -15.04094
H -10.21647 -15.13843 -15.39884
H -8.99841 -13.44628 -17.46530
H -6.95870 -14.59251 -17.33262
H -7.66163 -15.73996 -16.04197
H -6.02370 -12.53420 -16.49969
H -6.48949 -11.95083 -15.01713
H -7.76677 -12.13847 -16.16784
H -9.95892 -16.08341 -17.50119
H -10.55817 -14.81858 -18.19912
C -12.91180 -13.36728 -9.66880
C -11.62673 -13.82208 -10.35563
C -10.66896 -12.67940 -10.72924
O -11.37337 -11.88990 -11.68842
C -10.52491 -10.90870 -12.31683
N -10.96666 -14.77079 -9.47250
H -13.55176 -12.80710 -10.35319
H -12.66364 -12.73966 -8.81269
H -13.49143 -14.24271 -9.37440
H -11.85821 -14.28014 -11.32666
H -9.77443 -13.17614 -11.11130
H -10.44039 -12.08947 -9.83899
H -10.24565 -10.15723 -11.57886
H -11.17431 -10.41988 -13.04359
H -9.76368 -11.47292 -12.85755
H -11.44750 -15.61828 -9.22053
H -10.15569 -15.06829 -10.02818
C -10.95809 -17.88272 -12.81122
C -12.09590 -18.65240 -12.20100
C -13.02915 -17.81369 -11.30276
O -12.35341 -17.20062 -10.19773
C -11.99142 -18.15312 -9.21135
N -12.78702 -19.49673 -13.21992
H -10.22163 -18.61943 -13.13465
H -10.41103 -17.39571 -11.99732
H -11.31153 -17.06264 -13.43688
H -11.55251 -19.35603 -11.55302
H -13.87981 -18.43125 -10.99980
H -13.37945 -16.97913 -11.91028
H -11.79701 -17.66871 -8.25812
H -11.15359 -18.77603 -9.53938
H -12.80928 -18.87908 -9.13312
H -13.26905 -20.26559 -12.76294
H -11.97353 -19.95666 -13.62333
C -15.69437 -9.81316 -11.97261
C -14.94242 -8.44931 -11.86890
C -13.50309 -8.46828 -12.30905
O -13.08264 -7.12032 -12.51440
C -11.80361 -7.00686 -13.07470
N -15.75475 -7.54579 -12.73401
H -15.65147 -10.10040 -13.02154
H -16.70510 -9.64963 -11.60872
H -15.20822 -10.55886 -11.34002
H -15.03839 -8.06348 -10.85009
H -13.45223 -9.00693 -13.26521
H -12.83199 -8.97611 -11.61067
H -11.33938 -6.02167 -13.04381
H -11.76919 -7.29219 -14.13255
H -11.10442 -7.67521 -12.55832
H -15.54039 -7.87074 -13.69007
H -15.11595 -6.74805 -12.76221
C -21.85720 -13.57124 -14.61286
C -20.68472 -14.42511 -14.15011
C -19.42881 -13.72760 -13.66461
O -18.81468 -13.21954 -14.85156
C -17.39911 -13.15098 -14.82552
N -21.19803 -15.25208 -13.04403
H -21.48295 -13.01984 -15.48391
H -22.19180 -12.89804 -13.82620
H -22.63857 -14.20380 -15.03239
H -20.48371 -15.15705 -14.94002
H -18.70801 -14.28342 -13.05925
H -19.66018 -12.81426 -13.10082
H -17.05211 -12.38126 -14.12793
H -17.06203 -12.77565 -15.79095
H -17.03132 -14.13242 -14.51477
H -22.20106 -15.36284 -13.03645
H -20.93688 -14.80088 -12.17447
C -13.22822 -12.33796 -20.41562
C -13.16744 -12.05478 -18.92375
C -13.99056 -13.10767 -18.12667
O -15.29636 -13.16590 -18.67993
C -16.16739 -14.14831 -18.16085
N -11.76918 -12.00223 -18.48533
H -12.59227 -11.66191 -20.99734
H -14.20935 -12.23928 -20.88123
H -12.78411 -13.29028 -20.72773
H -13.58510 -11.04907 -18.83293
H -14.06299 -12.91132 -17.05585
H -13.51777 -14.07250 -18.34656
H -15.95625 -14.48614 -17.14507
H -16.10440 -15.05813 -18.76811
H -17.22065 -13.86929 -18.17419
H -11.18748 -11.62445 -19.23099
H -11.41674 -12.95705 -18.59532
C -7.69032 -16.37366 -7.99293
C -7.22728 -15.12436 -8.77701
C -7.18858 -15.23666 -10.32362
O -8.55119 -15.53439 -10.83088
C -8.50549 -15.28431 -12.22548
N -8.11324 -14.05970 -8.34098
H -8.66329 -16.71176 -8.36418
H -7.82990 -16.23504 -6.92364
H -7.02720 -17.21238 -8.23443
H -6.21745 -14.97790 -8.37884
H -6.58555 -16.00244 -10.80387
H -7.01192 -14.19423 -10.59436
H -7.98118 -14.34175 -12.42997
H -9.52836 -15.11235 -12.56270
H -7.93620 -15.97280 -12.85665
H -8.45813 -14.16408 -7.40063
H -8.93387 -14.07102 -8.93229
C -13.53074 -13.41431 -14.17126
O -14.14038 -12.37032 -14.02731
N -12.32551 -13.71639 -13.64418
N -14.13714 -14.49776 -14.75043
H -11.88724 -12.96837 -13.13092
H -11.71196 -14.40340 -14.04583
H -15.00220 -14.44019 -15.25048
H -13.56889 -15.32018 -14.66021
C -12.41973 -17.42141 -16.74322
O -11.25983 -17.82814 -16.72429
N -13.34603 -17.74357 -15.77002
N -12.95571 -16.76515 -17.79659
H -13.09086 -18.29915 -14.96066
H -14.30453 -17.53223 -16.00818
H -13.90266 -16.44250 -17.66440
H -12.51479 -16.81663 -18.69485
C -15.75935 -9.30559 -16.25663
O -15.99729 -8.38582 -15.47236
N -14.94560 -10.35922 -16.01471
N -16.47396 -9.48944 -17.41555
H -14.90966 -10.95777 -16.82025
H -14.48332 -10.53555 -15.13661
H -16.87464 -10.40600 -17.52592
H -17.04525 -8.72075 -17.72223
C -16.89968 -17.04061 -16.57575
O -15.95583 -16.57496 -15.91852
N -18.15829 -16.85293 -16.15173
N -16.78891 -17.74925 -17.71799
H -18.37238 -16.15923 -15.45573
H -18.87792 -17.47545 -16.47388
H -17.61313 -18.05495 -18.20271
H -15.93569 -17.78212 -18.24597
C -16.82805 -17.40348 -12.96048
O -17.32537 -16.33521 -13.27215
N -15.50828 -17.66857 -13.19244
N -17.51946 -18.55149 -12.66812
H -15.02980 -16.88308 -13.60360
H -15.00354 -18.44064 -12.80957
H -16.96785 -19.36736 -12.47951
H -18.50017 -18.63161 -12.47488
*
```

Entry 2:
Below is 12 unconnected molecules or ions with the total composition C33H97N17O12, with properties calculated with ωB97M-V/def2-TZVPD.

For the energy above the lowest of the compared OMol25 structures with the same formula, charge and spin, the calculation gives 32.3 kcal/mol. Its calculated total energy is -3148.782488 hartree. For the HOMO-LUMO gap (alpha / beta), the calculation gives 0.2566 / 0.0747 Eh. As for the lowest unoccupied orbital energy (alpha / beta): -3.26 / -8.22 eV.

The geometry in ORCA input format:
```
! RIJCOSX wB97M-V def2-TZVPD def2/J DEFGRID3
* xyz 1 2
C -2.00398 -0.01495 4.31435
O -1.62885 -0.61937 3.35267
N -2.32024 1.23451 4.50478
N -2.16732 -0.67703 5.43449
H -2.37830 1.95645 3.80083
H -2.93477 1.45221 5.27618
H -2.19223 -1.68671 5.42902
H -2.50653 -0.14286 6.22170
C -4.35474 2.18166 -2.50555
O -5.03288 2.96258 -1.97197
N -4.23231 2.02151 -3.80173
N -3.67800 1.21458 -1.87633
H -3.78016 1.15935 -4.07069
H -4.46435 2.67876 -4.53267
H -3.81992 1.13497 -0.87952
H -3.44252 0.37536 -2.38657
C -1.82604 -0.78540 -4.56093
O -2.94106 -0.48638 -4.18809
N -0.99136 -1.27163 -3.68917
N -1.43978 -0.68847 -5.72108
H -1.25406 -1.26418 -2.71397
H -0.22264 -1.81743 -4.05149
H -0.82194 -1.39979 -6.08495
H -2.17634 -0.50519 -6.38740
C -1.59220 -4.70002 1.45783
O -2.53966 -4.40562 0.72489
N -0.51402 -3.99159 1.51104
N -1.47916 -5.64487 2.36474
H -0.58055 -3.11802 1.00849
H 0.30612 -4.34121 1.98562
H -0.65625 -5.87852 2.90171
H -2.19409 -6.35801 2.38511
C -0.27547 -0.51655 -0.12050
O -0.84229 -1.55957 -0.40819
N 0.34934 -0.32498 1.07894
N -0.25131 0.55023 -0.89336
H 0.67021 0.62133 1.22612
H -0.05911 -0.88018 1.81720
H 0.38096 1.23805 -0.50966
H -0.56648 0.56249 -1.85285
C 0.44386 -7.51834 -4.22688
C -0.51732 -6.72955 -5.09233
C -0.80659 -5.37249 -4.41055
O -1.57354 -5.63584 -3.17251
C -1.90685 -4.42708 -2.50294
N -0.15812 -6.52446 -6.44357
H 1.37241 -6.97540 -4.05054
H 0.72141 -8.47701 -4.66507
H -0.05122 -7.78863 -3.29417
H -1.44595 -7.26799 -5.28163
H -1.41674 -4.76505 -5.07901
H 0.12160 -4.81783 -4.27308
H -2.51857 -4.35254 -1.60386
H -2.38583 -3.76802 -3.22704
H -0.99873 -3.94337 -2.14316
H -0.01853 -7.36942 -6.97896
H -0.77180 -5.83834 -6.85919
C -6.16980 3.46266 1.18886
C -4.87746 2.72439 1.51587
C -3.76331 3.74552 1.91655
O -2.56504 3.04630 2.34188
C -1.52520 2.93313 1.34505
N -5.20978 1.66967 2.52975
H -5.90438 4.40642 0.71245
H -6.69159 3.74343 2.10374
H -6.73575 2.98986 0.38619
H -4.60172 2.28278 0.55824
H -4.10767 4.38827 2.72672
H -3.58395 4.41545 1.07565
H -0.56759 2.44090 1.51471
H -1.23406 3.94422 1.06040
H -2.09750 2.41011 0.57887
H -5.53955 0.87039 2.00774
H -4.28512 1.33181 2.75546
C 2.18330 -2.38455 4.00633
C 1.58776 -3.52153 4.85121
C 0.87527 -2.88756 6.06055
O 0.74149 -3.81425 7.14549
C 0.26019 -3.30860 8.37363
N 0.75152 -4.39850 4.15038
H 2.69188 -2.92527 3.20817
H 3.06159 -1.91205 4.44616
H 1.39922 -1.76653 3.56887
H 2.33450 -4.21494 5.23807
H 0.00129 -2.25623 5.90028
H 1.56907 -2.11008 6.38036
H 0.45857 -2.27453 8.65553
H 0.59480 -4.00635 9.14127
H -0.82154 -3.44252 8.36891
H -0.17869 -4.00533 4.13483
H 0.64021 -5.26815 4.65180
C 4.41601 -2.10378 -6.33554
C 3.73296 -2.30655 -5.02692
C 2.58559 -1.22027 -4.86778
O 1.93944 -1.24391 -3.61961
C 2.73231 -0.64569 -2.55858
N 3.06302 -3.62088 -5.05544
H 4.77363 -1.10083 -6.56856
H 3.87796 -2.51949 -7.18747
H 5.37627 -2.61902 -6.35844
H 4.39683 -2.11554 -4.18378
H 1.75384 -1.30681 -5.56692
H 3.01328 -0.25204 -5.12799
H 3.55918 -1.18858 -2.10070
H 2.06015 -0.45703 -1.72149
H 3.03673 0.35931 -2.85081
H 3.74123 -4.36624 -4.98794
H 2.45769 -3.61315 -4.24697
C 3.60221 1.55315 1.10333
C 3.68707 2.96154 0.48926
C 4.00474 2.96583 -1.04331
O 5.31109 2.51179 -0.97375
C 5.88929 2.51103 -2.15315
N 2.30637 3.41627 0.72650
H 4.53944 1.01972 0.94472
H 2.73588 1.01810 0.71436
H 3.72343 1.68139 2.17895
H 4.48123 3.45196 1.05219
H 3.86079 3.88698 -1.60798
H 3.35579 2.31528 -1.62961
H 5.75254 1.70091 -2.86947
H 6.92145 2.26804 -1.90078
H 5.91442 3.46601 -2.67802
H 2.10374 3.40954 1.71594
H 2.24192 4.41091 0.56328
C 1.48491 1.47580 4.49165
C 0.99295 2.91486 4.93793
C 1.89071 3.47425 6.05542
O 1.94261 2.43097 7.07142
C 2.61340 2.67640 8.32424
N 1.18110 3.65377 3.66996
H 1.19471 0.69697 5.19686
H 2.56904 1.36305 4.49775
H 0.92274 1.17115 3.60889
H -0.05899 2.93178 5.22297
H 1.40809 4.39926 6.37089
H 2.86442 3.77350 5.66757
H 3.62457 3.06218 8.19463
H 2.48715 1.86656 9.04280
H 2.05989 3.45431 8.85015
H 2.12257 3.98289 3.82939
H 0.36904 4.22829 3.49512
C -2.91801 5.46952 -2.46470
C -1.56190 5.19575 -3.15927
C -1.24503 3.78771 -3.49138
O -0.05420 3.80923 -4.18903
C 0.50228 2.43950 -4.23481
N -1.60686 6.06486 -4.35388
H -3.25029 4.57732 -1.93397
H -3.58496 5.76903 -3.27314
H -2.78669 6.28046 -1.74830
H -0.88622 5.78206 -2.53654
H -1.98677 3.43745 -4.20918
H -1.24579 3.06812 -2.67266
H -0.28898 1.75003 -4.52916
H 0.79464 2.33705 -3.18976
H 1.36755 2.47623 -4.89667
H -1.45242 6.96904 -3.93115
H -0.73912 6.00015 -4.86666
*
```